Record 1
{
  "formula": "C45H42IrN2O2S3",
  "method": "ωB97M-V/def2-TZVPD",
  "elements": ["Ir", "C", "C", "C", "C", "C", "C", "C", "S", "O", "C", "C", "C", "C", "C", "C", "C", "C", "C", "C", "C", "C", "C", "C", "C", "C", "C", "C", "C", "C", "S", "O", "C", "C", "C", "C", "C", "C", "C", "H", "H", "H", "H", "H", "H", "H", "H", "H", "H", "H", "H", "H", "H", "H", "H", "H", "H", "H", "H", "H", "H", "H", "H", "H", "H", "C", "N", "C", "S", "N", "C", "H", "H", "H", "H", "H", "H", "H", "H", "C", "H", "H", "H", "C", "C", "C", "C", "C", "C", "C", "H", "H", "H", "H", "H"],
  "positions_angstrom": [[-0.207027, 0.029937, 0.201982], [1.308726, 3.089607, 6.769901], [0.831717, 2.102942, 5.742129], [1.730653, 1.532121, 4.841531], [1.301093, 0.617804, 3.899042], [-0.041753, 0.281337, 3.837651], [-0.955089, 0.827647, 4.718909], [-0.504828, 1.731213, 5.672202], [-0.611406, -0.843806, 2.575616], [-2.070903, -1.050996, 2.879050], [0.283138, -2.272457, 2.964118], [0.263036, -2.650222, 4.324876], [0.896398, -3.760663, 4.782251], [1.535999, -4.650632, 3.851890], [2.102816, -5.858328, 4.276946], [2.628172, -6.770075, 3.381809], [2.561926, -6.491039, 2.017239], [2.023557, -5.299724, 1.577010], [1.548672, -4.313281, 2.474185], [1.009053, -3.051174, 2.009278], [1.230385, -2.723745, 0.610120], [2.588595, -2.671399, 0.103803], [3.682043, -2.604316, 0.994790], [4.971373, -2.560997, 0.537979], [5.226990, -2.574823, -0.844697], [4.183993, -2.590252, -1.729116], [2.846030, -2.613853, -1.279535], [1.760269, -2.535080, -2.200935], [0.493453, -2.447971, -1.731042], [0.233424, -2.500234, -0.335646], [-1.460154, -2.493006, 0.170149], [-2.135892, -1.480457, -0.741872], [-1.922339, -4.131092, -0.372626], [-2.746609, -4.310641, -1.467645], [-3.104557, -5.599069, -1.840889], [-2.648891, -6.701625, -1.126816], [-3.060613, -8.095303, -1.512159], [-1.824887, -6.488238, -0.022540], [-1.467611, -5.211340, 0.369638], [1.943928, 3.850322, 6.314797], [1.896896, 2.597627, 7.547654], [0.470839, 3.591215, 7.254190], [2.777713, 1.809338, 4.860530], [2.008856, 0.165371, 3.215131], [-1.997868, 0.558750, 4.635674], [-1.214975, 2.171893, 6.362800], [-0.270814, -2.018408, 5.025662], [0.881219, -4.016788, 5.833904], [2.108734, -6.071977, 5.339838], [3.063329, -7.697335, 3.733247], [2.919818, -7.214252, 1.294438], [1.961567, -5.115787, 0.513404], [3.478635, -2.574391, 2.056543], [5.790267, -2.497816, 1.242327], [6.246646, -2.547499, -1.207864], [4.367139, -2.562442, -2.796437], [1.967426, -2.490154, -3.262306], [-0.346035, -2.302735, -2.398738], [-3.092353, -3.446750, -2.020492], [-3.742353, -5.748796, -2.703886], [-3.297441, -8.158824, -2.573977], [-3.947277, -8.410980, -0.958137], [-2.268201, -8.811889, -1.297481], [-1.455191, -7.335863, 0.541595], [-0.826980, -5.057677, 1.230179], [-4.851910, -0.524118, 0.593918], [-3.751483, 0.263712, 1.094740], [-3.139903, 1.284522, 0.500081], [-1.810488, 2.018887, 1.268348], [-3.524556, 1.742782, -0.715010], [-4.033453, 0.938973, -1.818344], [-5.228368, -1.117871, 1.425059], [-4.548023, -1.200330, -0.207559], [-5.662376, 0.117898, 0.247933], [-3.184553, -0.157926, 1.846745], [-2.895220, 2.478487, -1.000277], [-5.108238, 0.771667, -1.745942], [-3.508021, -0.015699, -1.891928], [-3.847714, 1.506183, -2.728988], [-0.094095, 0.807375, -1.688933], [-1.008694, 0.532362, -2.230381], [0.754426, 0.417677, -2.258381], [-0.018567, 1.898208, -1.658857], [1.492599, 0.726681, 0.643598], [2.257700, 1.772835, 1.148017], [3.617147, 1.589188, 1.529795], [4.335881, 2.608860, 2.114014], [3.760964, 3.862352, 2.334794], [2.438195, 4.076238, 1.940944], [1.701091, 3.069865, 1.357280], [4.069768, 0.619162, 1.361259], [5.365860, 2.430853, 2.403657], [4.333759, 4.656017, 2.797142], [1.980074, 5.045584, 2.099208], [0.672118, 3.239551, 1.068996]],
  "atomic_forces_ev_per_a": [[-0.2869, -0.1137, 0.6980], [0.0175, 0.0654, 0.0477], [0.0076, -0.0629, -0.0523], [-0.0333, -0.0166, -0.0030], [0.1437, -0.1306, 0.0062], [-0.0849, -0.0167, -0.0227], [0.0726, 0.0967, -0.1049], [-0.0442, 0.0550, 0.0562], [0.0898, 0.2422, -0.6727], [-0.0028, 0.0485, 0.2258], [-0.0295, 0.0194, 0.1841], [-0.0494, -0.0145, 0.0398], [0.0415, 0.0014, -0.0689], [-0.0171, -0.0958, 0.1983], [-0.0440, 0.0806, 0.0163], [0.0552, -0.0776, -0.0884], [-0.0066, -0.0391, 0.0879], [0.0329, 0.0591, 0.0036], [-0.0931, 0.0965, -0.2721], [0.0619, -0.3458, 0.3437], [0.1320, 0.1581, -0.3812], [-0.0425, 0.0617, 0.2070], [0.0046, -0.0445, 0.0232], [-0.0362, 0.0210, -0.0109], [0.0207, -0.0073, -0.0017], [0.0119, 0.0032, -0.0238], [-0.0164, 0.0244, -0.1570], [0.0678, -0.0062, 0.0910], [-0.0915, 0.1063, 0.0872], [0.1680, -0.2174, -0.2155], [-0.1087, -0.2621, 0.2227], [0.2451, -0.1738, 0.1900], [-0.2061, 0.1753, -0.3046], [0.0091, -0.0416, -0.0182], [0.0179, -0.0218, 0.0204], [-0.0135, 0.0342, 0.0072], [0.0027, -0.0479, -0.0387], [-0.0070, -0.0392, 0.0122], [0.0259, -0.0105, -0.0230], [0.0122, 0.0141, -0.0203], [0.0088, -0.0220, 0.0010], [-0.0084, 0.0020, -0.0002], [0.0209, 0.0436, 0.0221], [-0.0758, 0.0161, 0.0320], [-0.0320, -0.0158, -0.0097], [-0.0080, 0.0030, 0.0153], [0.0006, 0.0138, -0.0220], [-0.0018, -0.0021, 0.0218], [-0.0050, -0.0137, 0.0254], [-0.0044, -0.0083, 0.0029], [0.0183, -0.0001, -0.0077], [0.0200, -0.0025, -0.0465], [0.0008, -0.0208, 0.0194], [0.0275, -0.0027, 0.0049], [0.0167, 0.0062, -0.0018], [0.0146, -0.0012, -0.0305], [-0.0027, 0.0009, -0.0269], [-0.0364, -0.0176, -0.0191], [-0.0006, 0.0437, -0.0042], [-0.0232, -0.0086, -0.0228], [-0.0038, 0.0074, -0.0187], [-0.0084, 0.0081, 0.0205], [0.0110, -0.0139, 0.0064], [0.0057, -0.0277, 0.0167], [0.0259, 0.0185, 0.0257], [-0.1938, -0.0302, 0.0041], [0.2728, 0.0845, 0.0377], [0.0186, -0.3878, 0.0844], [0.0048, 0.2637, -0.0538], [0.0363, 0.3145, -0.0490], [-0.0107, -0.0973, -0.1395], [-0.0058, -0.0215, -0.0045], [-0.0225, 0.0139, 0.0366], [0.0047, -0.0169, 0.0300], [-0.1615, 0.0630, 0.0111], [-0.0609, -0.0127, 0.0190], [0.0573, -0.0134, -0.0270], [-0.0617, 0.0617, -0.0025], [-0.0051, -0.0452, -0.0124], [0.0360, 0.1078, -0.2067], [-0.0546, 0.0255, -0.0342], [0.0235, 0.0507, -0.0164], [0.0026, 0.0311, -0.0891], [0.2603, -0.1766, 0.3012], [-0.2829, 0.1235, -0.2696], [0.0568, -0.0114, -0.0025], [0.0505, -0.0339, -0.0042], [0.0371, 0.0456, 0.0305], [-0.0131, -0.0318, -0.0186], [0.0196, 0.0844, 0.0849], [0.0166, -0.0329, 0.0014], [0.0109, 0.0091, 0.0078], [0.0097, 0.0111, 0.0041], [-0.0125, 0.0318, 0.0103], [-0.0207, 0.0055, -0.0261]],
  "s_squared": 6.07,
  "multiplicity": 5,
  "gap_ev": [4.2, 7.2],
  "largest_force_ev_per_a": 0.76,
  "de_lowest_kcal_mol": 3.6,
  "charge": -1
}

Record 2
{
  "formula": "C45H42N13O4PS2V",
  "method": "ωB97M-V/def2-TZVPD",
  "elements": ["V", "C", "C", "N", "C", "C", "N", "C", "C", "C", "C", "C", "N", "C", "C", "N", "C", "C", "N", "C", "C", "C", "N", "C", "C", "H", "H", "H", "H", "H", "H", "H", "H", "H", "H", "H", "H", "N", "C", "N", "C", "N", "C", "C", "N", "C", "C", "N", "H", "H", "H", "H", "H", "O", "C", "N", "C", "C", "O", "N", "C", "C", "C", "C", "C", "C", "C", "C", "C", "C", "C", "C", "H", "H", "H", "H", "H", "H", "H", "H", "H", "H", "H", "C", "C", "C", "O", "P", "S", "S", "O", "C", "C", "C", "H", "H", "H", "H", "H", "H", "H", "H", "H", "H", "H", "H", "H", "H"],
  "positions_angstrom": [[1.068922, 1.153183, 0.747179], [-1.242921, 1.200562, 4.537857], [-0.496196, 1.627104, 3.454571], [0.150164, 0.749412, 2.689839], [0.035713, -0.546583, 2.989665], [-0.738331, -0.951208, 4.072658], [-1.365837, -0.087157, 4.850532], [0.827948, -1.451025, 2.128000], [0.990643, -2.805302, 2.317609], [1.866246, -3.505246, 1.481969], [2.630675, -2.791477, 0.571492], [2.439328, -1.423874, 0.453701], [1.501385, -0.799274, 1.167121], [3.325546, -0.491610, -0.284965], [4.525339, -0.862261, -0.888170], [5.386727, 0.027411, -1.342763], [5.033114, 1.306601, -1.239650], [3.825576, 1.697694, -0.697582], [2.978744, 0.795902, -0.201550], [2.002299, -4.976685, 1.577940], [2.164387, -5.740800, 0.429471], [2.277485, -7.116700, 0.558595], [2.249164, -7.754138, 1.724014], [2.095592, -7.014636, 2.817021], [1.962461, -5.635176, 2.800368], [-1.763175, 1.916826, 5.159023], [-0.449918, 2.670330, 3.162997], [-0.850136, -2.000152, 4.311007], [0.429836, -3.327563, 3.078331], [3.364748, -3.291535, -0.040745], [4.789226, -1.905197, -0.988694], [5.734960, 2.047855, -1.599074], [3.528002, 2.737436, -0.651199], [2.167763, -5.287234, -0.552255], [2.392839, -7.734658, -0.322154], [2.079596, -7.548338, 3.758429], [1.860069, -5.094260, 3.731446], [0.778901, 5.353775, -0.044200], [0.504736, 4.129974, -0.479923], [1.094603, 3.252615, 0.315027], [1.705546, 4.030103, 1.246279], [1.548749, 5.315495, 1.071366], [2.508859, 3.359220, 2.271308], [3.277999, 4.007264, 3.229257], [4.024427, 3.329562, 4.087730], [4.009324, 2.003707, 3.984760], [3.237127, 1.343325, 3.042321], [2.477814, 2.024872, 2.186812], [0.437906, 6.234528, -0.396982], [-0.087893, 3.895123, -1.347464], [3.279428, 5.087584, 3.285995], [4.625133, 1.441357, 4.673392], [3.220243, 0.262649, 2.974408], [-1.641578, 3.575978, 0.700278], [-1.960911, 2.400684, 0.570823], [-3.228385, 1.953380, 0.353655], [-3.331390, 0.518726, 0.531056], [-1.831244, 0.175200, 0.552456], [-1.358103, -0.944834, 0.617035], [-1.106776, 1.317456, 0.612790], [-4.106461, -0.176381, -0.578542], [-3.909688, -1.525532, -0.851544], [-4.683233, -2.162410, -1.809827], [-5.661176, -1.465424, -2.502851], [-5.858341, -0.119220, -2.236176], [-5.084803, 0.519922, -1.278395], [-3.916344, 0.160062, 1.910313], [-4.735452, 1.054999, 2.586488], [-5.285737, 0.723246, 3.817023], [-5.027760, -0.512634, 4.386242], [-4.222972, -1.418012, 3.710188], [-3.671843, -1.087389, 2.482067], [-3.986509, 2.606945, 0.446657], [-3.142199, -2.074262, -0.324974], [-4.514672, -3.210940, -2.016224], [-6.264379, -1.967715, -3.246381], [-6.616068, 0.436015, -2.771609], [-5.254473, 1.570914, -1.092426], [-4.955274, 2.028546, 2.170350], [-5.921280, 1.433653, 4.328023], [-5.456765, -0.772571, 5.343728], [-4.026385, -2.391524, 4.138512], [-3.054183, -1.802534, 1.959324], [-1.612555, 1.235093, -4.493007], [-0.895804, -0.077641, -4.718670], [-1.505752, -1.231360, -3.956945], [0.525412, 0.089475, -4.433546], [1.339918, -0.186562, -3.107979], [1.575257, -2.051016, -2.667922], [0.378830, 0.933718, -1.690938], [2.750962, 0.473223, -3.472280], [3.036304, 1.555071, -4.400127], [2.992901, 1.059574, -5.830266], [2.178667, 2.780134, -4.154436], [-2.643815, 1.132549, -4.830569], [-1.147348, 2.038656, -5.062210], [-1.621949, 1.502531, -3.436731], [-0.888652, -0.306280, -5.787886], [-1.515535, -1.042453, -2.880567], [-0.967403, -2.158292, -4.137565], [-2.537954, -1.349615, -4.289249], [4.074578, 1.796745, -4.156475], [1.971883, 0.884291, -6.161373], [3.556960, 0.134059, -5.927948], [3.448625, 1.807377, -6.479456], [1.133699, 2.580356, -4.381484], [2.522105, 3.591593, -4.796489], [2.244198, 3.105014, -3.116074]],
  "atomic_forces_ev_per_a": [[-1.1203, 0.6691, -1.0240], [-0.0591, 0.0661, 0.0225], [-0.0530, 0.0199, -0.0226], [0.1047, -0.2064, 0.2573], [0.0834, -0.1765, -0.1243], [0.0247, 0.0040, 0.0150], [0.0707, 0.0481, -0.0037], [0.1101, -0.0021, 0.0083], [-0.0591, 0.0221, -0.0729], [-0.0338, -0.0819, 0.0351], [0.0166, 0.1592, -0.1015], [0.0852, -0.0584, 0.0408], [0.2735, -0.3542, 0.2835], [-0.1607, -0.1778, 0.0805], [-0.0938, -0.0510, -0.0275], [-0.0352, 0.0736, -0.0258], [0.0470, 0.0750, -0.1083], [-0.0968, 0.0186, -0.0746], [0.1943, -0.1709, 0.1075], [-0.0126, 0.0739, 0.0136], [-0.0146, -0.0248, 0.0136], [0.0041, -0.0129, -0.0454], [-0.0019, 0.0198, -0.0026], [-0.0095, 0.0052, 0.0535], [0.0179, -0.0035, -0.0032], [-0.0119, 0.0099, 0.0336], [0.0112, -0.0026, 0.0333], [-0.0213, -0.0474, 0.0133], [-0.0089, -0.0254, 0.0078], [0.0239, -0.0398, -0.0066], [0.0337, -0.0490, -0.0072], [0.0191, 0.0024, -0.0197], [0.0177, -0.0203, 0.0001], [0.0031, 0.0300, -0.0364], [0.0072, -0.0363, -0.0484], [0.0019, -0.0357, 0.0474], [-0.0033, 0.0196, 0.0210], [0.1643, -0.1130, 0.2043], [-0.0398, -0.2461, -0.1236], [0.1416, 0.1842, -0.0481], [0.1890, 0.0796, 0.1114], [-0.1137, 0.0447, -0.0238], [-0.1364, 0.1138, -0.2066], [0.0276, -0.0165, 0.0214], [-0.0115, -0.0220, -0.0181], [0.0009, -0.0618, -0.0047], [-0.0162, 0.0123, 0.0359], [0.1057, 0.1645, 0.2169], [0.0474, -0.0337, 0.0080], [0.0105, 0.0038, 0.0034], [0.0087, 0.0356, 0.0103], [0.0302, 0.0083, 0.0337], [-0.0030, 0.0125, 0.0056], [-0.2224, 0.0830, 0.1203], [0.0238, -0.0009, -0.1072], [-0.1360, 0.1206, -0.0772], [-0.0437, 0.0337, 0.0761], [0.0053, 0.1126, 0.1719], [-0.0094, -0.1816, -0.1119], [0.5885, 0.0685, -0.0466], [-0.0389, 0.0201, 0.0055], [-0.0132, -0.0257, 0.0194], [0.0316, -0.0205, -0.0206], [0.0107, 0.0224, -0.0048], [0.0327, -0.0476, 0.0019], [0.0002, 0.0064, -0.0718], [0.0191, -0.0859, -0.0575], [0.0476, 0.0699, 0.0738], [0.0032, -0.0118, 0.0173], [0.0208, -0.0351, -0.0134], [-0.0345, 0.0367, -0.0459], [-0.1326, 0.0065, -0.0210], [-0.0058, -0.0854, 0.0341], [-0.0047, -0.0082, -0.0194], [-0.0065, -0.0207, -0.0086], [-0.0195, -0.0109, -0.0206], [-0.0232, 0.0202, -0.0110], [0.0094, 0.0554, 0.0256], [-0.0141, 0.0083, 0.0058], [-0.0191, 0.0217, 0.0022], [-0.0093, -0.0053, 0.0299], [0.0061, -0.0373, 0.0273], [0.0295, -0.0298, -0.0189], [-0.1197, 0.0175, 0.0013], [0.1277, -0.1221, -0.0391], [-0.1812, -0.0130, 0.0525], [-0.0320, 0.1794, -0.1638], [0.1362, 0.1277, 0.0387], [0.2310, -0.2315, 0.2070], [0.0544, 0.1216, 0.3098], [-0.0772, -0.1068, 0.1398], [0.1199, -0.0082, 0.0482], [-0.0232, 0.0400, -0.0741], [-0.0224, 0.0193, -0.0123], [-0.0485, 0.0197, -0.0209], [0.0357, 0.0306, -0.0315], [-0.0066, -0.0281, -0.0203], [-0.0411, -0.0084, 0.0857], [-0.0057, 0.0119, -0.0545], [0.0057, -0.0187, -0.0331], [-0.0360, -0.0216, 0.0158], [-0.0309, -0.0021, 0.0236], [0.0114, 0.0063, 0.0070], [0.0227, -0.0327, 0.0155], [0.0127, 0.0288, -0.0316], [-0.0455, -0.0092, -0.0129], [0.0292, 0.0088, -0.0212], [0.0278, 0.0052, 0.0568]],
  "s_squared": 2.02,
  "multiplicity": 3,
  "gap_ev": [6.4, 6.2],
  "largest_force_ev_per_a": 1.66,
  "de_lowest_kcal_mol": 17.9,
  "charge": 1
}